(1)
The following is a quantum chemistry calculation of a 2-piece molecular cluster, CHCl2NO overall at a distorted geometry, from the OMol25 dataset.

Geometry (Å):
1 C -1.31 -0.36 0.21
2 N -0.94 -1.41 0.79
3 O -1.42 -1.23 -0.77
4 Cl 2.44 1.49 -0.10
5 Cl -1.46 1.29 0.21
6 H 2.68 0.21 -0.33

Calculated values
- Electronic energy: -29629.4798 eV
- LUMO (spin up / spin down): 0.37 / -1.64 eV
- 2S+1: 3
- Orbital gap (spin up / spin down): 8.09 / 10.34 eV
- ⟨S²⟩: 2.03
- ΔE to the lowest compared entry with this formula, charge and spin: 242.4 kJ/mol
- HOMO (spin up / spin down): -7.714 / -11.980 eV

natural (NBO) atomic charge list, values in e, 4 entries:
1. C 0.32
2. N -0.18
3. O -0.29
4. Cl -0.28



(2)
The following is a quantum chemistry calculation of an isolated ion of composition C18H37FNO and charge +1 at a distorted geometry, from the OMol25 dataset.

Geometry (Å):
1 C -0.15 1.42 3.59
2 C -1.68 1.81 3.70
3 C -2.59 0.96 2.71
4 C -2.04 0.95 1.23
5 C -3.24 1.29 0.25
6 C -2.76 1.78 -1.18
7 C -1.78 3.04 -1.09
8 C -0.32 2.71 -1.60
9 C 0.79 2.97 -0.49
10 C 2.05 2.06 -0.69
11 C 1.88 0.61 -0.02
12 C 1.35 -0.45 -1.09
13 O 0.00 -0.79 -0.77
14 C -0.53 -1.84 -1.58
15 C 0.39 -2.34 -2.75
16 N 1.82 -2.58 -2.36
17 C 2.33 -1.67 -1.26
18 C 2.71 -2.43 0.06
19 C 1.52 -3.13 0.81
20 C 1.05 -4.48 0.17
21 F 0.07 -5.02 1.02
22 H 0.37 1.74 4.53
23 H 0.30 1.98 2.72
24 H -0.03 0.31 3.49
25 H -1.86 2.89 3.49
26 H -2.00 1.55 4.74
27 H -3.60 1.44 2.72
28 H -2.67 -0.09 3.10
29 H -1.22 1.71 1.15
30 H -1.61 -0.06 1.00
31 H -3.82 0.34 0.09
32 H -3.88 2.09 0.70
33 H -3.67 2.08 -1.76
34 H -2.24 0.90 -1.66
35 H -2.21 3.85 -1.72
36 H -1.76 3.40 -0.02
37 H -0.28 1.64 -1.92
38 H -0.06 3.36 -2.47
39 H 1.12 4.04 -0.63
40 H 0.37 2.93 0.55
41 H 2.36 1.93 -1.76
42 H 2.88 2.54 -0.10
43 H 2.87 0.34 0.40
44 H 1.12 0.72 0.78
45 H 1.34 0.12 -2.07
46 H -0.90 -2.68 -0.92
47 H -1.46 -1.43 -2.07
48 H -0.03 -3.31 -3.13
49 H 0.35 -1.64 -3.63
50 H 1.98 -3.58 -2.15
51 H 2.39 -2.41 -3.20
52 H 3.29 -1.24 -1.66
53 H 3.55 -3.15 -0.17
54 H 3.16 -1.70 0.79
55 H 1.90 -3.39 1.84
56 H 0.62 -2.49 0.97
57 H 0.54 -4.36 -0.83
58 H 1.89 -5.22 0.13

Calculated values
- Electronic energy: -25512.9457 eV
- LUMO: -3.40 eV
- Total charge: +1
- SMILES: CCCCCCCCCCC[C@@H]1OCC[NH2+][C@@H]1CCCF
- 2S+1: 1
- Orbital gap: 9.07 eV
- ΔE to the lowest compared entry with this formula, charge and spin: 152.5 kJ/mol
- HOMO: -12.478 eV

natural (NBO) atomic charge list, values in e, 4 entries:
1. C -0.62
2. C -0.40
3. C -0.40
4. C -0.42



(3)
The following is a quantum chemistry calculation of C24H48O16S4 as an isolated structure at a distorted geometry, from the OMol25 dataset.

Geometry (Å):
1 C -0.60 -0.61 -0.52
2 C -0.20 0.11 0.83
3 C 0.32 1.46 0.96
4 O -0.41 2.02 1.96
5 C -1.57 1.34 2.07
6 O -2.62 1.76 2.51
7 O -1.48 0.19 1.40
8 H -1.44 -0.23 -1.09
9 H -0.70 -1.69 -0.43
10 H 0.24 -0.55 -1.21
11 H 0.45 -0.56 1.39
12 H 0.08 2.00 0.04
13 H 1.40 1.46 1.05
14 C -1.43 -3.05 -1.72
15 C -2.63 -3.25 -0.76
16 C -2.58 -2.58 0.67
17 O -3.82 -1.93 0.67
18 C -4.41 -1.98 -0.55
19 O -5.23 -1.25 -0.96
20 O -3.67 -2.69 -1.39
21 H -1.76 -3.23 -2.74
22 H -0.74 -3.85 -1.44
23 H -0.95 -2.07 -1.69
24 H -2.90 -4.30 -0.64
25 H -1.80 -1.81 0.70
26 H -2.58 -3.14 1.60
27 C 4.13 -1.14 1.33
28 C 3.54 -0.27 2.49
29 C 2.09 0.33 2.21
30 O 1.30 0.08 3.29
31 C 1.90 -0.82 4.06
32 O 1.52 -1.12 5.18
33 O 3.15 -1.14 3.60
34 H 4.28 -0.50 0.46
35 H 3.54 -2.04 1.15
36 H 5.16 -1.45 1.55
37 H 4.22 0.48 2.91
38 H 1.74 -0.11 1.27
39 H 2.14 1.41 2.11
40 C -4.01 1.26 0.39
41 C -3.20 0.89 -0.87
42 C -4.05 0.24 -1.99
43 O -4.02 1.02 -3.19
44 C -3.13 2.01 -2.99
45 O -2.83 2.83 -3.87
46 O -2.82 2.06 -1.65
47 H -3.41 2.05 0.85
48 H -4.07 0.38 1.03
49 H -5.03 1.55 0.17
50 H -2.28 0.32 -0.70
51 H -5.08 0.17 -1.63
52 H -3.64 -0.77 -1.98
53 C 3.37 -1.30 -1.60
54 S 2.22 0.13 -1.42
55 O 2.01 0.36 0.09
56 C 3.50 1.36 -1.99
57 H 4.06 -1.16 -0.77
58 H 3.90 -1.34 -2.55
59 H 3.00 -2.27 -1.29
60 H 3.89 0.95 -2.92
61 H 4.26 1.24 -1.22
62 H 3.18 2.40 -2.04
63 C 1.76 6.47 1.59
64 S 2.35 4.83 2.33
65 O 2.16 4.88 3.86
66 C 0.92 3.79 1.78
67 H 1.11 6.32 0.73
68 H 2.75 6.89 1.46
69 H 1.37 7.18 2.33
70 H -0.01 4.34 1.60
71 H 0.58 3.08 2.53
72 H 1.19 3.40 0.80
73 C 0.57 -5.01 1.48
74 S 1.26 -3.32 1.08
75 O 1.06 -3.10 -0.42
76 C -0.13 -2.46 1.84
77 H 0.45 -5.16 2.55
78 H 1.32 -5.53 0.88
79 H -0.35 -5.25 0.95
80 H -0.96 -2.62 1.14
81 H 0.03 -1.38 1.82
82 H -0.31 -2.95 2.80
83 C 0.01 -0.45 -4.34
84 S -1.09 0.75 -3.50
85 O -1.76 -0.09 -2.36
86 C 0.19 1.82 -2.58
87 H 0.60 -0.17 -5.21
88 H -0.78 -1.13 -4.65
89 H 0.69 -0.87 -3.60
90 H 0.70 1.13 -1.90
91 H -0.14 2.68 -2.00
92 H 0.96 2.22 -3.23

Calculated values
- Electronic energy: -101744.5708 eV
- LUMO: -0.40 eV
- 2S+1: 1
- Orbital gap: 8.42 eV
- ΔE to the lowest compared entry with this formula, charge and spin: 2041.9 kJ/mol
- HOMO: -8.819 eV

Löwdin atomic charge list, values in e, 4 entries:
1. C -0.06
2. C -0.28
3. C -0.26
4. O 0.00



(4)
The following is a quantum chemistry calculation of a 5-piece molecular cluster, C10H20Br10 overall at a distorted geometry, from the OMol25 dataset.

Geometry (Å):
1 Br -5.00 -5.67 0.58
2 C -3.57 -4.68 1.61
3 C -2.12 -4.53 0.89
4 Br -1.30 -2.89 1.54
5 H -3.55 -4.96 2.66
6 H -4.09 -3.73 1.75
7 H -2.26 -4.44 -0.18
8 H -1.53 -5.42 1.15
9 Br 2.85 -0.23 3.04
10 C 3.99 1.36 2.80
11 C 4.36 1.98 4.13
12 Br 5.66 3.38 3.59
13 H 3.46 2.10 2.19
14 H 4.93 1.02 2.35
15 H 4.87 1.29 4.79
16 H 3.46 2.42 4.57
17 Br 2.88 2.09 -1.89
18 C 3.92 3.19 -3.16
19 C 3.99 4.64 -2.63
20 Br 4.82 4.76 -0.80
21 H 3.52 3.10 -4.18
22 H 4.91 2.78 -3.35
23 H 3.04 5.18 -2.62
24 H 4.50 5.32 -3.32
25 Br -6.71 1.32 -1.22
26 C -5.51 -0.23 -1.00
27 C -5.48 -1.16 -2.30
28 Br -5.21 -3.10 -1.95
29 H -5.77 -0.77 -0.09
30 H -4.48 0.00 -0.74
31 H -4.87 -0.83 -3.14
32 H -6.47 -1.20 -2.74
33 Br -1.71 0.72 0.13
34 C -0.28 -0.33 -0.73
35 C 0.98 -0.22 0.11
36 Br 2.44 -1.32 -0.66
37 H -0.18 0.18 -1.69
38 H -0.66 -1.34 -0.91
39 H 0.83 -0.56 1.13
40 H 1.34 0.79 0.30

Calculated values
- Electronic energy: -711118.4355 eV
- LUMO: 0.37 eV
- SMILES: BrCCBr.BrCCBr.BrCCBr.BrCCBr.BrCCBr
- 2S+1: 1
- Orbital gap: 10.37 eV
- ΔE to the lowest compared entry with this formula, charge and spin: 180.5 kJ/mol
- HOMO: -10.001 eV

natural (NBO) atomic charge list, values in e, 4 entries:
1. Br -0.03
2. C -0.43
3. C -0.45
4. Br 0.01



(5)
The following is a quantum chemistry calculation of a 2-piece molecular cluster, C2H4O3S overall at a distorted geometry, from the OMol25 dataset.

Geometry (Å):
1 O 0.81 1.12 -0.37
2 C 0.63 -0.05 -0.48
3 O 0.69 -1.11 0.17
4 C 0.30 -1.18 -1.32
5 O 0.97 -1.98 -2.11
6 H -0.77 -1.59 -1.30
7 H 1.94 -1.79 -2.15
8 S -1.37 1.59 2.65
9 H -2.52 2.43 2.84
10 H -0.69 2.56 2.06

Calculated values
- Electronic energy: -19114.3781 eV
- LUMO: 0.47 eV
- SMILES: O=C1O[C@@H]1O.S
- 2S+1: 1
- Orbital gap: 10.01 eV
- ΔE to the lowest compared entry with this formula, charge and spin: 139.4 kJ/mol
- HOMO: -9.541 eV

natural (NBO) atomic charge list, values in e, 4 entries:
1. O -0.55
2. C 0.73
3. O -0.45
4. C 0.24



(6)
The following is a quantum chemistry calculation of C27H37BF5N7O2SSbZr as an isolated structure at a distorted geometry, from the OMol25 dataset.

Geometry (Å):
1 Zr 0.20 -0.21 -0.20
2 C 0.08 2.36 -3.44
3 C -1.16 3.02 -2.87
4 C -2.33 2.90 -3.87
5 C -1.65 2.58 -1.52
6 C -2.64 3.30 -0.85
7 C -2.89 2.61 0.31
8 N -2.10 1.53 0.34
9 N -1.32 1.49 -0.79
10 B -2.24 0.39 1.37
11 N -2.41 -0.93 0.54
12 C -3.36 -1.87 0.66
13 C -3.26 -2.76 -0.39
14 C -2.19 -2.30 -1.16
15 N -1.70 -1.19 -0.61
16 C -1.61 -2.87 -2.42
17 C -1.54 -4.39 -2.35
18 C -2.42 -2.39 -3.63
19 N -1.01 0.40 2.33
20 C -1.07 0.38 3.67
21 C 0.20 0.32 4.18
22 C 1.05 0.28 3.07
23 N 0.31 0.36 1.96
24 C 2.53 0.09 3.08
25 C 2.89 -1.18 3.86
26 C 3.14 0.05 1.69
27 H 0.32 2.83 -4.39
28 H 0.94 2.49 -2.79
29 H -0.08 1.30 -3.62
30 H -0.94 4.09 -2.75
31 H -2.65 1.86 -3.95
32 H -3.18 3.50 -3.58
33 H -2.00 3.23 -4.86
34 H -3.10 4.21 -1.18
35 H -3.58 2.80 1.12
36 H -3.21 0.57 2.04
37 H -4.04 -1.85 1.49
38 H -3.87 -3.62 -0.57
39 H -0.59 -2.48 -2.53
40 H -2.54 -4.83 -2.33
41 H -1.02 -4.78 -3.22
42 H -1.01 -4.72 -1.45
43 H -3.45 -2.76 -3.57
44 H -2.45 -1.30 -3.69
45 H -1.98 -2.77 -4.55
46 H -2.03 0.41 4.16
47 H 0.49 0.30 5.22
48 H 2.96 0.94 3.62
49 H 2.47 -2.06 3.36
50 H 3.97 -1.29 3.91
51 H 2.51 -1.16 4.88
52 H 2.72 -0.79 1.12
53 H 2.98 0.97 1.14
54 H 4.21 -0.12 1.75
55 C 1.51 5.18 -0.40
56 Sb 1.13 3.42 0.75
57 C 2.68 3.72 2.18
58 C -0.36 4.32 2.00
59 H 1.62 6.02 0.27
60 H 0.68 5.36 -1.09
61 H 2.43 5.07 -0.98
62 H 2.78 4.79 2.35
63 H 3.64 3.32 1.86
64 H 2.39 3.25 3.12
65 H 0.12 5.13 2.55
66 H -0.76 3.59 2.70
67 H -1.17 4.71 1.39
68 O 0.72 -0.37 -2.32
69 N 1.80 0.27 -2.24
70 O 1.99 0.63 -1.04
71 F 3.54 -6.52 -1.12
72 C 2.79 -5.60 -0.54
73 C 2.67 -4.34 -1.09
74 F 3.31 -4.02 -2.21
75 C 1.87 -3.42 -0.45
76 F 1.74 -2.17 -0.97
77 C 1.16 -3.67 0.70
78 S 0.13 -2.42 1.38
79 C 1.31 -4.94 1.25
80 F 0.68 -5.26 2.38
81 C 2.11 -5.89 0.64
82 F 2.23 -7.10 1.18

Calculated values
- Electronic energy: -76037.8547 eV
- LUMO: -4.29 eV
- Total charge: +1
- 2S+1: 1
- Orbital gap: 6.49 eV
- ΔE to the lowest compared entry with this formula, charge and spin: 139.8 kJ/mol
- HOMO: -10.773 eV

Löwdin atomic charge list, values in e, 4 entries:
1. Zr 1.78
2. C -0.07
3. C -0.36
4. C -0.05



(7)
The following is a quantum chemistry calculation of a single C7H5NO3 molecule at a distorted geometry, from the OMol25 dataset.

Geometry (Å):
1 O 3.09 -1.35 -1.21
2 C 2.37 -1.67 -0.03
3 C 1.09 -0.73 0.21
4 C -0.01 -0.97 0.98
5 C -1.22 -0.33 0.88
6 C -1.24 0.63 -0.23
7 N -2.33 1.45 -0.23
8 O -3.42 1.15 0.26
9 O -2.16 2.51 -0.78
10 C -0.19 0.90 -0.99
11 C 1.16 0.30 -0.65
12 H 2.58 -2.47 0.64
13 H 0.20 -1.47 1.96
14 H -2.11 -0.39 1.57
15 H -0.03 1.94 -1.30
16 H 2.23 0.49 -1.07

Calculated values
- Electronic energy: -14965.5684 eV
- LUMO: -1.63 eV
- SMILES: O=Cc1ccc([N+](=O)[O-])cc1
- 2S+1: 1
- Orbital gap: 8.46 eV
- ΔE to the lowest compared entry with this formula, charge and spin: 715.2 kJ/mol
- HOMO: -10.090 eV

natural (NBO) atomic charge list, values in e, 4 entries:
1. O -0.54
2. C 0.39
3. C -0.17
4. C -0.20



(8)
The following is a quantum chemistry calculation of a 2-piece molecular cluster, C2H6N5S overall at a distorted geometry, from the OMol25 dataset.

Geometry (Å):
1 C 1.70 0.09 0.05
2 C 1.03 -0.74 -0.86
3 N 0.97 -1.97 -0.24
4 N 1.38 -1.86 0.98
5 N 1.97 -0.68 1.16
6 N 0.60 -0.59 -2.10
7 N -1.00 0.47 0.93
8 S 2.22 1.62 -0.22
9 H 2.33 -0.50 2.08
10 H 0.35 -1.36 -2.69
11 H 0.40 0.39 -2.37
12 H -1.81 0.84 0.43
13 H -1.10 0.77 1.87
14 H -1.11 -0.52 0.82

Calculated values
- Electronic energy: -20447.7543 eV
- LUMO (spin up / spin down): -7.56 / -7.56 eV
- Total charge: +1
- 2S+1: 1
- Orbital gap (spin up / spin down): 6.80 / 6.80 eV
- ΔE to the lowest compared entry with this formula, charge and spin: 188.5 kJ/mol
- HOMO (spin up / spin down): -14.363 / -14.362 eV

natural (NBO) atomic charge list, values in e, 4 entries:
1. C -0.09
2. C 0.42
3. N -0.28
4. N 0.17